# 1
Formula: C3H4ClNO
Source: the OMol25 dataset
Level of theory: ωB97M-V with the def2-TZVPD basis set

Output
- Frontier orbital gap: 0.364 Eh
- Energy relative to the best compared isomer or geometry (same formula, charge and spin): 1.708 eV
- Spin multiplicity: 1
- E_HOMO: -9.10 eV

Element x y z (Å)
C  1.0830  -0.3871  -0.8140
C  -0.8401  0.5509  -0.2307
C  -0.1758  -0.1884  0.9998
N  0.0090  0.3646  -1.3539
O  1.0996  -0.5626  0.5070
Cl  2.4401  -0.7230  -1.6727
H  -1.6935  0.0782  -0.4696
H  -1.0223  1.6189  -0.0459
H  -0.0520  0.4123  1.8353
H  -0.8480  -1.1637  1.2447

# 2
Formula: C5H13N
Source: the OMol25 dataset
Level of theory: ωB97M-V with the def2-TZVPD basis set

Output
- Frontier orbital gap: 0.360 Eh
- Energy relative to the best compared isomer or geometry (same formula, charge and spin): 1.161 eV
- Spin multiplicity: 1
- E_HOMO: -8.66 eV

Element x y z (Å)
C  1.3176  -1.4811  -1.4844
N  -0.0986  -1.4455  -1.1339
C  -0.5398  -0.0355  -0.8495
C  -0.0347  0.3690  0.5563
C  -1.1996  0.0598  1.5744
C  0.1987  1.8672  0.6002
H  1.8231  -2.4529  -1.4771
H  1.4042  -1.1550  -2.5262
H  1.9722  -0.8358  -0.9063
H  -0.2166  -2.0264  -0.3094
H  -0.1700  0.6496  -1.6083
H  -1.6161  -0.0603  -0.8396
H  0.7621  -0.3000  0.8592
H  -0.6834  -0.0448  2.5408
H  -1.9396  0.8524  1.5963
H  -1.7919  -0.8295  1.3036
H  1.2569  2.0976  0.7112
H  -0.3015  2.4665  -0.1563
H  -0.1430  2.3046  1.5491

# 3
Formula: C8H36O14
Source: the OMol25 dataset
Level of theory: ωB97M-V with the def2-TZVPD basis set

Output
- Frontier orbital gap: 0.354 Eh
- Energy relative to the best compared isomer or geometry (same formula, charge and spin): 1.223 eV
- Spin multiplicity: 1
- E_HOMO: -9.68 eV

Element x y z (Å)
O  2.1102  -2.6098  -0.1210
H  1.1962  -2.3254  -0.1174
H  2.2827  -2.8515  -1.0309
O  -1.8929  -0.2704  2.3389
H  -2.3963  0.0819  3.0729
H  -2.4825  -0.2005  1.5881
O  -2.1874  -3.5573  0.1917
H  -1.7495  -2.8799  0.7070
H  -1.7471  -4.3701  0.4402
O  -3.4643  0.0139  0.4184
H  -4.3731  -0.2777  0.4909
H  -3.5273  0.9381  0.1776
O  0.0588  -4.2172  1.8658
H  -0.8037  -4.2037  2.2807
H  0.1409  -3.3565  1.4550
O  -0.4566  -1.2853  0.5596
H  -0.8387  -0.7939  1.2868
H  -0.3296  -0.6337  -0.1299
C  2.6791  1.0027  3.1171
C  2.4345  -0.3712  2.5417
O  3.5771  -0.8446  1.8136
O  3.2546  1.8064  2.1601
H  3.3064  0.9512  4.0070
H  1.7724  1.5534  3.3677
H  1.6798  -0.2741  1.7613
H  2.1558  -1.1085  3.2946
H  3.3254  -1.4588  1.1201
H  3.9007  1.2697  1.6953
C  1.9251  -1.6831  -3.2268
C  0.4115  -2.0375  -3.2644
O  0.3343  -3.1473  -4.2003
O  2.6696  -2.7759  -2.7949
H  2.1846  -0.8314  -2.5980
H  2.3424  -1.4578  -4.2082
H  -0.2596  -1.2645  -3.6389
H  0.0425  -2.3505  -2.2877
H  0.7552  -3.8557  -3.7079
H  2.8330  -3.3080  -3.5771
C  -1.2195  1.5469  -1.8584
C  -0.9990  2.3100  -3.2513
O  0.1103  3.1160  -3.1322
O  -0.2472  0.5674  -1.4820
H  -2.2036  1.0836  -1.9300
H  -1.3246  2.3152  -1.0923
H  -1.8179  2.9790  -3.5158
H  -0.9072  1.6396  -4.1059
H  0.6473  2.9878  -3.9176
H  0.6087  0.9559  -1.2865
C  -2.2153  3.4603  2.0457
C  -0.8836  2.7366  2.1901
O  0.1863  3.6685  2.2072
O  -2.4698  3.9918  0.7635
H  -2.2260  4.3063  2.7329
H  -3.0243  2.7901  2.3363
H  -0.6759  2.1045  1.3267
H  -0.9583  2.1507  3.1062
H  0.5822  3.5741  1.3377
H  -1.8276  4.7001  0.6767

# 4
Formula: C4H14O3S
Source: the OMol25 dataset
Level of theory: ωB97M-V with the def2-TZVPD basis set

Output
- Frontier orbital gap: 0.358 Eh
- Energy relative to the best compared isomer or geometry (same formula, charge and spin): 1.610 eV
- Spin multiplicity: 1
- E_HOMO: -9.11 eV

Element x y z (Å)
C  -1.1372  0.7968  1.3701
O  -1.6398  1.7884  0.3663
C  -0.2928  -0.1540  0.5704
C  -0.0968  -1.6238  1.1016
C  1.2019  -2.1146  0.5595
S  2.6379  -1.5809  1.5456
H  -0.6482  1.5203  2.0856
H  -2.0634  0.3663  1.8003
H  -1.0997  2.6104  0.3714
H  0.7242  0.1901  0.6409
H  -0.5077  -0.3934  -0.5184
H  -0.9406  -2.3304  0.8286
H  -0.1684  -1.4786  2.2715
H  1.0513  -3.1678  0.5305
H  1.4022  -1.8439  -0.4833
H  3.5232  -1.9639  0.5791
H  1.2381  3.8658  -1.5670
H  0.6992  2.6276  -0.8998
O  0.8323  3.5349  -0.7426
H  -1.9155  0.1374  -2.9164
H  -1.6365  -0.7289  -3.9790
O  -1.1638  -0.0580  -3.5148

# 5
Formula: C12H30Cl2N2O4Pd
Source: the OMol25 dataset
Level of theory: ωB97M-V with the def2-TZVPD basis set

Output
- Frontier orbital gap (spin up / spin down): 0.306 / 0.295 Eh
- Spin multiplicity: 3
- E_HOMO (spin up / spin down): -7.98 / -8.56 eV

Element x y z (Å)
Pd  7.1972  7.3767  8.9488
Cl  5.2829  7.9642  7.5244
Cl  8.8367  9.0133  8.1146
C  11.3634  4.5852  16.6196
O  10.6895  5.7327  16.3089
C  10.2162  5.7491  15.0212
C  9.4107  7.0079  14.7977
N  9.1619  7.1100  13.3782
C  10.2134  7.6476  12.5170
C  9.6763  7.9709  11.1271
O  9.1517  6.8528  10.4495
C  10.2504  6.1496  9.8550
H  12.3387  4.5132  16.0309
H  10.7851  3.6665  16.3966
H  11.5708  4.6192  17.6812
H  9.5370  4.9047  14.8987
H  11.1030  5.6188  14.3538
H  10.0086  7.8425  15.1689
H  8.4962  6.8738  15.3495
H  8.2699  7.5607  13.2089
H  10.9798  6.8708  12.4766
H  10.6844  8.5539  12.9213
H  10.5070  8.3161  10.5150
H  8.9047  8.7094  11.1977
H  11.0451  5.9843  10.6057
H  10.7412  6.7217  9.0383
H  9.8828  5.1841  9.5856
C  8.6617  5.1542  6.7197
O  7.7898  5.4346  7.7947
C  7.4196  4.3120  8.5462
C  6.1380  4.6677  9.2446
N  6.2777  5.7457  10.1658
C  5.0840  6.2956  10.7704
C  5.4852  7.5813  11.5268
O  6.3135  8.4456  10.8424
C  5.7945  9.7142  10.5087
H  8.2688  4.3081  6.1339
H  9.6777  4.9209  7.0129
H  8.6941  5.9757  6.0192
H  8.2033  3.9301  9.1990
H  7.0706  3.5508  7.8543
H  5.6849  3.7820  9.6987
H  5.5295  4.9551  8.3632
H  6.8460  5.5274  11.0066
H  4.6690  5.6054  11.5179
H  4.3116  6.4016  9.9513
H  6.0199  7.3173  12.3937
H  4.5318  8.1014  11.6814
H  6.5696  10.2365  9.9323
H  5.6449  10.2967  11.4070
H  4.8842  9.6304  9.8952

# 6
Formula: C46H71N3O4P2S2SeSiSr
Source: the OMol25 dataset
Level of theory: ωB97M-V with the def2-TZVPD basis set

Output
- Frontier orbital gap: 0.233 Eh
- Spin multiplicity: 1
- E_HOMO: -6.36 eV

Element x y z (Å)
Sr  0.0838  -0.2073  1.2559
C  1.5453  -2.6320  -1.0804
Si  0.3547  -1.1598  -1.5434
C  -0.9497  -2.0475  -2.6794
C  -0.4591  -2.8018  -3.7545
C  -1.2846  -3.5079  -4.6125
C  -2.6570  -3.4921  -4.4029
C  -3.1733  -2.7564  -3.3509
C  -2.3486  -2.0208  -2.4893
P  -3.0535  -0.9284  -1.1739
C  -4.6760  -0.3203  -1.8881
C  -5.0402  1.0073  -1.1940
C  -6.1410  1.7546  -1.9434
C  -7.3919  0.8934  -2.0833
C  -7.0550  -0.4478  -2.7261
C  -5.9485  -1.1800  -1.9628
C  -3.4984  -2.1161  0.1852
C  -4.1730  -3.4445  -0.1889
C  -4.7762  -4.1402  1.0483
C  -4.0137  -3.7837  2.3224
C  -4.0895  -2.2717  2.6106
C  -4.2860  -1.4583  1.3243
C  1.4940  -0.2200  -2.8016
C  2.5205  -0.9235  -3.4467
C  3.4907  -0.3061  -4.2209
C  3.4724  1.0712  -4.3570
C  2.4592  1.8000  -3.7532
C  1.4595  1.1807  -2.9955
P  0.0383  2.1499  -2.3263
C  0.4651  3.8944  -2.7976
C  0.2633  4.3527  -4.2443
C  1.0514  5.6480  -4.5048
C  1.1314  6.5315  -3.2493
C  -0.1159  6.3491  -2.3915
C  -0.1975  4.9128  -1.8425
C  -1.3114  1.5513  -3.4610
C  -0.9607  1.0573  -4.8682
C  -2.2103  0.4260  -5.4846
C  -3.3909  1.4220  -5.5753
C  -3.0667  2.7501  -4.8927
C  -2.5166  2.5325  -3.4843
H  1.5161  -3.4839  -1.7689
H  1.3314  -3.0251  -0.0799
H  2.5728  -2.2602  -1.0455
H  0.6113  -2.8246  -3.9356
H  -0.8618  -4.0658  -5.4400
H  -3.3223  -4.0437  -5.0565
H  -4.2435  -2.7531  -3.2064
H  -4.3907  -0.0815  -2.9235
H  -4.1536  1.6345  -1.0799
H  -5.3898  0.7869  -0.1783
H  -5.7754  2.0221  -2.9424
H  -6.3736  2.6924  -1.4328
H  -8.1547  1.4151  -2.6658
H  -7.8196  0.7179  -1.0890
H  -6.7204  -0.2805  -3.7572
H  -7.9456  -1.0783  -2.7842
H  -5.7738  -2.1437  -2.4379
H  -6.3019  -1.3941  -0.9497
H  -2.5128  -2.3472  0.6155
H  -3.4501  -4.0938  -0.6840
H  -4.9631  -3.2705  -0.9204
H  -4.7897  -5.2222  0.8995
H  -5.8217  -3.8397  1.1680
H  -2.9672  -4.0857  2.2107
H  -4.4006  -4.3510  3.1708
H  -3.1631  -1.9553  3.1030
H  -4.9032  -2.0601  3.3086
H  -3.9794  -0.4235  1.4746
H  -5.3456  -1.4363  1.0605
H  2.5834  -1.9980  -3.3249
H  4.2652  -0.8969  -4.6953
H  4.2343  1.5818  -4.9336
H  2.4614  2.8715  -3.8908
H  1.5369  3.9364  -2.5725
H  -0.8040  4.5273  -4.4047
H  0.5576  3.5862  -4.9593
H  0.5774  6.2011  -5.3198
H  2.0607  5.4012  -4.8462
H  1.2622  7.5776  -3.5315
H  2.0108  6.2640  -2.6555
H  -1.0007  6.5679  -2.9981
H  -0.1284  7.0614  -1.5648
H  -1.2437  4.6572  -1.6592
H  0.2982  4.8570  -0.8695
H  -1.6294  0.6522  -2.9207
H  -0.1698  0.3089  -4.8125
H  -0.5847  1.8661  -5.4993
H  -2.4874  -0.4296  -4.8615
H  -1.9754  0.0190  -6.4703
H  -4.2822  0.9895  -5.1086
H  -3.6555  1.6064  -6.6186
H  -3.9592  3.3799  -4.8431
H  -2.3396  3.3007  -5.4953
H  -3.3155  2.1294  -2.8646
H  -2.2636  3.4980  -3.0440
C  -0.7019  -4.2367  0.7527
C  -0.4479  -3.8215  2.1653
N  -0.4065  -2.5917  2.6065
C  -0.1432  -2.5598  3.9668
C  -0.0036  -3.7792  4.5458
S  -0.1930  -5.0048  3.3780
C  -0.0327  -1.2790  4.6824
C  0.2069  -1.1390  6.0131
S  0.2301  0.5143  6.4239
C  -0.0779  0.9377  4.7967
N  -0.1890  -0.0921  3.9977
C  -0.2019  2.3639  4.3733
H  0.1598  -4.7629  0.3418
H  -0.8931  -3.3698  0.1218
H  -1.5623  -4.9043  0.7030
H  0.2032  -4.0084  5.5779
H  0.3604  -1.9083  6.7514
H  -0.2878  3.0236  5.2351
H  -1.0825  2.4973  3.7444
H  0.6693  2.6713  3.7958
O  3.4213  0.2603  -0.3336
H  2.9957  0.7253  -1.0682
H  3.7724  0.9558  0.2364
O  -2.1070  0.7117  1.7916
H  -2.4911  0.7168  2.6731
H  -2.1690  1.6237  1.3994
O  2.3162  -1.0341  1.9738
H  2.7938  -0.3269  2.4537
H  2.8177  -1.1347  1.1471
O  -1.6805  2.9560  0.5158
H  -0.8125  3.2558  0.8459
H  -1.4661  2.6542  -0.3906
Se  1.6500  3.4016  0.9349
C  2.4417  2.3448  2.1844
N  2.9408  1.6525  2.9758

Please write out number 5 again, unchanged.
Formula: C12H30Cl2N2O4Pd
Source: the OMol25 dataset
Level of theory: ωB97M-V with the def2-TZVPD basis set

Output
- Frontier orbital gap (spin up / spin down): 0.306 / 0.295 Eh
- Spin multiplicity: 3
- E_HOMO (spin up / spin down): -7.98 / -8.56 eV

Element x y z (Å)
Pd  7.1972  7.3767  8.9488
Cl  5.2829  7.9642  7.5244
Cl  8.8367  9.0133  8.1146
C  11.3634  4.5852  16.6196
O  10.6895  5.7327  16.3089
C  10.2162  5.7491  15.0212
C  9.4107  7.0079  14.7977
N  9.1619  7.1100  13.3782
C  10.2134  7.6476  12.5170
C  9.6763  7.9709  11.1271
O  9.1517  6.8528  10.4495
C  10.2504  6.1496  9.8550
H  12.3387  4.5132  16.0309
H  10.7851  3.6665  16.3966
H  11.5708  4.6192  17.6812
H  9.5370  4.9047  14.8987
H  11.1030  5.6188  14.3538
H  10.0086  7.8425  15.1689
H  8.4962  6.8738  15.3495
H  8.2699  7.5607  13.2089
H  10.9798  6.8708  12.4766
H  10.6844  8.5539  12.9213
H  10.5070  8.3161  10.5150
H  8.9047  8.7094  11.1977
H  11.0451  5.9843  10.6057
H  10.7412  6.7217  9.0383
H  9.8828  5.1841  9.5856
C  8.6617  5.1542  6.7197
O  7.7898  5.4346  7.7947
C  7.4196  4.3120  8.5462
C  6.1380  4.6677  9.2446
N  6.2777  5.7457  10.1658
C  5.0840  6.2956  10.7704
C  5.4852  7.5813  11.5268
O  6.3135  8.4456  10.8424
C  5.7945  9.7142  10.5087
H  8.2688  4.3081  6.1339
H  9.6777  4.9209  7.0129
H  8.6941  5.9757  6.0192
H  8.2033  3.9301  9.1990
H  7.0706  3.5508  7.8543
H  5.6849  3.7820  9.6987
H  5.5295  4.9551  8.3632
H  6.8460  5.5274  11.0066
H  4.6690  5.6054  11.5179
H  4.3116  6.4016  9.9513
H  6.0199  7.3173  12.3937
H  4.5318  8.1014  11.6814
H  6.5696  10.2365  9.9323
H  5.6449  10.2967  11.4070
H  4.8842  9.6304  9.8952